Entry 1:
The following is a quantum chemistry calculation of a molecular structure, C18H32NPSiW, from the OMol25 dataset.

Each line ends with the Löwdin charge.
Positions of all 54 atoms, in Å:
W 0.40 0.23 -0.43  1.188
P 0.23 -1.37 -2.26  0.742
Si -4.36 1.49 0.88  0.461
N 2.41 1.90 0.42  -0.241
C 3.21 2.70 1.46  0.020
C 1.28 -0.75 -3.62  -0.202
C 2.00 0.10 2.18  -0.144
C -1.28 -1.91 -3.10  -0.206
C -4.90 0.31 2.23  -0.165
C 2.55 -3.65 0.19  -0.013
C -5.47 1.31 -0.61  -0.165
C -4.36 3.25 1.49  -0.169
C 1.57 -1.43 0.29  -0.219
C 2.98 -2.23 2.11  -0.004
C 1.76 -2.66 -0.38  -0.288
C 1.10 -2.89 -1.71  -0.260
C -1.45 0.75 0.05  -0.253
C 3.39 1.16 -0.42  -0.014
C 2.20 -1.23 1.53  -0.261
C 3.16 -3.44 1.43  -0.015
C -2.63 1.05 0.37  -0.066
C 1.37 1.09 1.18  -0.371
H 0.33 -3.68 -1.67  0.112
H 3.84 2.01 2.04  0.101
H 1.30 0.02 3.03  0.150
H -4.86 1.20 -1.51  0.028
H 3.44 -2.05 3.08  0.133
H 3.78 -4.22 1.87  0.128
H -1.09 -1.94 -4.18  0.065
H -1.56 -2.90 -2.72  0.071
H 2.49 3.21 2.10  0.119
H 1.38 0.34 -3.55  0.033
H 0.80 -1.00 -4.57  0.069
H 0.77 1.84 1.71  0.113
H 3.83 3.42 0.92  0.116
H 2.28 -1.20 -3.57  0.071
H -5.32 0.86 3.08  0.046
H 4.13 1.91 -0.75  0.123
H 2.93 0.48 2.63  0.114
H 0.84 1.48 -1.50  -0.018
H -6.13 0.44 -0.52  0.041
H 2.69 -4.59 -0.35  0.132
H -4.03 -0.26 2.57  0.031
H -5.66 -0.39 1.86  0.041
H -4.28 3.30 2.59  0.042
H -5.28 3.78 1.19  0.048
H -0.79 -1.31 -0.74  0.127
H 2.09 2.73 -0.13  0.173
H -2.07 -1.19 -2.87  0.060
H -6.11 2.20 -0.74  0.046
H 1.82 -3.16 -2.50  0.114
H -3.50 3.79 1.07  0.032
H 2.91 0.75 -1.32  0.064
H 3.88 0.38 0.17  0.121

Properties
net charge = +2
2S+1 = 3
E_tot = -1456.973578 hartree
relative energy (zero: lowest compared OMol25 entry of this formula, charge and spin) = 41.2 kJ/mol


Entry 2:
The following is a quantum chemistry calculation of a molecular structure, C18H32OPSbSe4V, from the OMol25 dataset.

Each line ends with the Löwdin charge.
Positions of all 58 atoms, in Å:
Sb -2.94 -0.42 -1.32  -0.067
Se -4.54 0.82 -2.67  -0.382
Se -0.52 0.52 -1.95  -0.026
Se -1.50 0.68 1.73  -0.045
Se -2.99 -2.83 -1.82  -0.349
V -0.51 -0.57 0.13  -0.294
P 2.21 0.34 1.29  0.944
O 0.33 -2.10 0.13  -0.352
C 3.65 -0.82 1.09  -0.386
C 2.01 -2.54 -2.09  -0.385
C 3.43 -2.48 -2.66  -0.089
C 4.99 -0.51 1.76  -0.164
C 2.56 -4.76 -0.99  -0.051
C 1.69 2.43 3.11  -0.171
C -0.05 -4.00 2.35  -0.364
C 2.66 1.27 2.82  -0.428
C 3.84 2.41 0.04  -0.154
C 0.84 -4.23 1.14  -0.132
C 1.01 -3.31 0.11  -0.206
C 1.55 -5.43 1.06  -0.056
C 2.53 1.61 0.00  -0.429
C 0.49 -2.88 3.25  -0.068
C -1.53 -3.76 2.02  -0.061
C 1.87 -3.55 -0.96  -0.131
C 0.99 -2.82 -3.19  -0.069
C 2.40 -5.71 0.01  -0.107
H 1.80 3.22 2.37  0.061
H 5.40 0.46 1.47  0.044
H 1.88 2.86 4.10  0.060
H 1.20 -3.81 -3.64  0.080
H -1.89 -4.44 1.25  0.073
H 3.98 2.93 0.99  0.053
H 4.71 1.78 -0.13  0.050
H 4.90 -0.50 2.85  0.059
H 1.67 2.27 0.03  0.061
H 2.63 0.55 3.64  0.072
H -1.72 -2.75 1.67  0.041
H 3.54 -1.58 -3.27  0.074
H 2.94 -6.66 -0.03  0.085
H 3.84 3.18 -0.75  0.064
H -0.08 -2.82 4.18  0.075
H 3.23 -4.96 -1.82  0.099
H -0.03 -2.82 -2.81  0.029
H 4.19 -2.46 -1.87  0.066
H 3.78 -0.91 0.00  0.062
H 3.64 -3.34 -3.31  0.066
H 3.30 -1.79 1.42  0.059
H 5.74 -1.27 1.51  0.061
H 1.40 -6.16 1.85  0.098
H 1.54 -3.06 3.51  0.073
H -2.13 -3.90 2.93  0.076
H 0.65 2.09 3.07  -0.007
H 0.41 -1.90 2.77  0.033
H 3.68 1.64 2.75  0.051
H 1.76 -1.56 -1.69  0.075
H 0.01 -4.93 2.92  0.111
H 2.44 1.08 -0.95  0.039
H 1.04 -2.06 -3.97  0.075

Properties
net charge = -2
2S+1 = 2
E_tot = -11911.779090 hartree
relative energy (zero: lowest compared OMol25 entry of this formula, charge and spin) = 0.0 kJ/mol


Entry 3:
The following is a quantum chemistry calculation of a molecular structure, C18H33B3Br2F6NO11S2, from the OMol25 dataset.

Each line ends with the Löwdin charge.
Positions of all 76 atoms, in Å:
Br -2.90 -0.38 -2.85  0.753
Br -7.01 1.01 -1.28  0.764
S 6.17 5.25 -1.79  0.569
S 5.50 2.95 -0.52  0.573
F 7.59 1.34 -0.36  0.121
F 7.56 6.78 -3.40  0.119
F 6.23 0.87 -1.99  0.116
F 5.68 0.39 0.06  0.116
F 8.73 5.21 -2.45  0.116
F 7.39 4.72 -4.08  0.115
O 4.14 2.75 -0.96  -0.295
O -3.35 0.97 2.55  0.335
O 2.60 -1.18 0.83  -0.142
O -2.57 -4.58 -0.01  -0.185
O -1.34 2.09 -0.38  -0.166
O 6.49 6.12 -0.70  -0.289
O 5.67 3.28 0.86  -0.281
O 4.98 5.56 -2.53  -0.293
O 1.08 1.86 0.66  -0.142
O -3.19 0.21 0.34  0.263
O -5.30 0.40 1.29  0.283
N 6.44 3.71 -1.54  -0.300
C 6.30 1.30 -0.71  -0.663
C 2.96 -2.38 0.20  -0.276
C -2.13 -4.79 -1.33  -0.105
C 0.98 2.92 -0.27  -0.173
C -4.77 -0.44 -2.29  -0.781
C 1.12 0.57 0.07  -0.150
C -5.09 -1.83 -1.77  -0.135
C -5.09 0.67 -1.30  -0.593
C -1.81 2.31 0.93  -0.061
C -1.70 -3.76 0.72  -0.255
C -4.80 -1.01 3.38  -0.051
C -0.45 3.10 -0.82  -0.165
C 2.53 -0.01 0.01  -0.159
C -3.58 -2.90 2.19  -0.175
C -3.65 -2.03 3.44  -0.200
C 4.08 -3.07 0.99  -0.066
C -2.23 -3.67 2.14  -0.156
C 7.54 5.50 -3.00  -0.670
B -2.78 1.14 1.31  -0.473
B -4.54 0.40 0.16  -0.713
B -4.47 0.16 2.40  -0.495
H -3.69 -2.32 1.29  0.097
H -2.41 -4.69 2.45  0.112
H 3.25 0.70 0.39  0.104
H 0.67 0.61 -0.92  0.124
H -4.27 -2.24 -1.19  0.057
H 3.33 -2.21 -0.81  0.108
H 1.72 2.81 -1.06  0.104
H -3.82 -2.67 4.30  0.113
H -5.24 -2.48 -2.61  0.080
H -2.35 3.27 0.98  0.136
H 1.26 3.82 0.26  0.125
H -0.43 3.03 -1.91  0.120
H 0.51 -0.08 0.68  0.126
H 4.10 -2.62 1.97  0.072
H -5.97 -1.80 -1.13  0.080
H -4.62 1.58 -1.65  0.092
H -0.85 4.08 -0.56  0.116
H 5.04 -2.93 0.52  0.063
H -1.14 -5.24 -1.35  0.085
H -1.49 -3.22 2.80  0.112
H -1.64 -2.75 0.31  0.125
H -5.34 -0.26 -3.19  0.066
H -5.01 -0.59 4.37  0.114
H 2.78 -0.19 -1.03  0.122
H 2.12 -3.06 0.13  0.098
H 3.88 -4.13 1.11  0.060
H -0.69 -4.17 0.76  0.119
H -5.70 -1.51 3.05  0.113
H -1.01 2.31 1.67  0.133
H -2.13 -3.86 -1.90  0.074
H -4.35 -3.65 2.26  0.117
H -2.70 -1.53 3.60  0.111
H -2.81 -5.48 -1.79  0.085

Properties
net charge = -1
2S+1 = 1
E_tot = -8206.520351 hartree


Entry 4:
The following is a quantum chemistry calculation of a molecular structure, C18H33BiN6O8, from the OMol25 dataset.

Each line ends with the Löwdin charge.
Positions of all 66 atoms, in Å:
Bi -0.36 -0.07 -0.25  2.070
O -2.10 -1.68 0.10  -0.221
O -2.45 -3.47 1.39  0.033
O -1.88 1.25 0.81  -0.210
O 2.13 2.37 -2.89  0.055
O -2.36 3.06 2.01  0.074
O -0.98 -4.52 -2.33  0.122
O -0.02 -2.50 -2.38  0.041
O 0.37 1.64 -1.72  -0.233
N 1.06 -2.85 0.13  -0.164
N -2.21 0.68 -1.78  -0.078
N -3.90 -1.84 -2.70  0.003
N -0.28 -0.87 2.22  -0.243
N 2.41 -0.05 -0.41  -0.230
N 0.82 1.76 1.23  -0.228
C -0.20 -3.59 -1.86  -0.531
C -1.60 -1.49 2.43  -0.097
C -2.09 -2.32 1.22  -0.659
C 0.87 -1.77 2.43  -0.152
C 3.09 -1.32 -0.12  -0.173
C 2.36 0.24 -1.84  -0.119
C 1.03 -3.03 1.58  -0.144
C -0.14 2.86 1.15  -0.103
C 3.05 1.03 0.36  -0.158
C -1.58 2.38 1.37  -0.631
C 1.58 1.54 -2.20  -0.658
C 2.38 -2.62 -0.47  -0.174
C 2.12 2.19 0.69  -0.157
C -3.92 -0.48 -3.24  -0.282
C 0.46 -3.99 -0.56  -0.095
C -2.56 0.22 -3.14  -0.219
C 0.97 1.27 2.61  -0.145
C -0.12 0.31 3.08  -0.162
H -1.78 -0.45 -3.50  0.105
H 1.96 -3.51 1.93  0.132
H 1.94 2.78 -0.20  0.110
H 4.06 -1.36 -0.63  0.135
H 0.87 -2.10 3.48  0.135
H 0.08 3.66 1.87  0.138
H -3.01 0.68 -1.15  0.079
H 3.07 -3.43 -0.19  0.132
H -0.11 3.27 0.14  0.130
H 2.23 -2.67 -1.55  0.112
H -1.81 -4.07 -2.76  0.190
H 0.22 -3.72 1.83  0.116
H -2.60 1.08 -3.80  0.116
H -2.32 -0.69 2.53  0.128
H 1.76 -1.15 2.29  0.088
H -1.85 1.63 -1.83  0.063
H 1.19 -4.79 -0.76  0.145
H -1.07 0.84 3.12  0.112
H 3.44 0.60 1.28  0.105
H -4.67 0.15 -2.75  0.109
H -4.19 -0.54 -4.30  0.108
H -1.62 -2.12 3.33  0.136
H 1.84 -0.57 -2.35  0.110
H -0.33 -4.43 0.05  0.126
H 3.91 1.44 -0.19  0.141
H -4.83 -2.24 -2.72  0.067
H 0.99 2.12 3.31  0.140
H 0.12 0.01 4.11  0.138
H 2.63 2.84 1.41  0.139
H 3.31 -1.34 0.95  0.102
H 1.94 0.78 2.69  0.103
H -3.59 -1.84 -1.73  0.045
H 3.37 0.34 -2.27  0.132

Properties
net charge = 0
2S+1 = 1
E_tot = -1850.859699 hartree